DFT (ωB97M-V/def2-TZVPD) results for 2 unconnected molecules or ions with the total composition C13H19ClN4O4 at a distorted geometry.

Values from the calculation:
energy above the lowest of the compared OMol25 structures with the same formula, charge and spin = 1.4 kJ/mol
E_LUMO = -0.0227 hartree
E_HOMO = -9.40 eV
SMILES = CNC(=O)[C@@H](NC(C)=O)C(C)C.O=C(O)c1cncc(Cl)n1

Atoms and positions in Å:
O: -2.2794 -4.4480 3.5814
O: 1.4400 -2.4583 -3.9994
O: -0.6011 -0.0283 -0.4073
Cl: -2.5484 0.7291 2.2985
N: -3.0754 -0.4887 6.0767
N: -2.6483 -1.6422 3.5307
O: -3.3211 -4.6172 5.5797
C: -2.7796 -3.9061 4.5555
C: 1.7390 -1.3949 -3.4813
C: 0.4915 0.4773 -0.6250
C: -2.9248 0.2603 4.9647
C: -3.0225 -1.8266 5.8977
C: -2.7151 -0.3083 3.6919
C: -2.8073 -2.4223 4.6333
N: 1.2021 0.9567 0.4013
N: 0.8606 -0.7386 -2.7236
C: 3.1298 -0.8305 -3.6919
C: 2.5261 1.5777 0.3748
C: 0.3680 3.0515 -2.1954
C: 0.6663 1.8021 -4.3011
C: 0.2206 1.6650 -2.8380
C: 1.0079 0.5770 -2.0693
H: -3.2277 -5.5484 5.3178
H: -2.9672 1.3417 5.0494
H: -3.1471 -2.4582 6.7723
H: 0.7575 0.8365 1.2993
H: -0.0203 -1.2140 -2.5816
H: 3.6326 -0.7446 -2.7316
H: 3.6896 -1.5106 -4.3321
H: 3.0622 0.1398 -4.1749
H: 2.7692 1.9591 1.3684
H: 2.5444 2.4110 -0.3287
H: 3.2790 0.8404 0.0890
H: -0.0305 3.0445 -1.1811
H: -0.2015 3.7826 -2.7702
H: 1.4155 3.3519 -2.1798
H: 0.5211 0.8613 -4.8323
H: 1.7150 2.0927 -4.3519
H: 0.0626 2.5613 -4.7992
H: -0.8371 1.3994 -2.8357
H: 2.0541 0.8669 -2.0512